Entry 1:
ORCA calculation (ωB97M-V with the def2-TZVPD basis set) on one molecule with the formula C6H12O.

Last column: natural (NBO) charge in e.
CARTESIAN COORDINATES (ANGSTROEM)
O: 1.0177 -1.5032 1.6993  -0.703
H: 1.2774 0.7526 -0.8413  0.212
C: -0.6922 -0.0262 -0.2462  -0.227
C: 0.7497 0.3534 0.0261  -0.245
H: -2.5648 0.9437 -0.7998  0.207
H: -0.3407 -0.7308 -2.2785  0.202
H: 0.9049 -2.2440 1.0900  0.468
H: -1.8058 -1.3913 -1.5356  0.210
H: -0.2155 -2.0002 -1.0523  0.196
H: 1.8913 1.7144 1.4107  0.218
C: 1.5936 -0.4519 0.9780  0.079
C: -1.5146 1.2056 -0.6272  -0.599
H: 2.6480 -0.5908 0.7296  0.173
H: 0.3801 0.9658 2.1301  0.224
H: -1.1303 1.6631 -1.5480  0.199
H: -1.1047 -0.4488 0.6792  0.211
H: -1.4785 1.9632 0.1629  0.212
C: 1.1517 0.9204 1.3648  -0.439
C: -0.7691 -1.0974 -1.3370  -0.597

Results
Spin multiplicity: 1
Charge: 0
Max |F|, Eh/bohr: 0.0066
Orbital gap, eV: 10.6
Total energy, eV: -8463.261
ΔE to the lowest compared entry with this formula, charge and spin, kcal/mol: 25.2



Entry 2:
ORCA calculation (ωB97M-V with the def2-TZVPD basis set) on one molecule with the formula C3H8NP in a non-equilibrium geometry.

Last column: natural (NBO) charge in e.
CARTESIAN COORDINATES (ANGSTROEM)
H: 0.8315 1.5588 1.3052  0.194
H: -2.1686 -1.4440 0.1940  0.230
H: -1.6168 0.0803 0.5155  0.206
C: 0.0826 -1.0133 0.0528  -0.217
H: 0.3448 -1.7664 -0.7306  0.213
P: 2.7203 -0.1356 -0.5144  0.337
H: 1.2492 2.1787 -0.2832  0.223
H: -1.6172 -0.4847 -1.2674  0.210
H: 0.3255 -1.3597 1.0370  0.193
N: 1.0662 0.1600 -0.2637  -0.709
H: -0.4282 1.5804 -0.1395  0.192
C: 0.6578 1.3765 0.2206  -0.439
C: -1.4470 -0.7311 -0.1264  -0.633

Results
Spin multiplicity: 1
Charge: 0
Max |F|, Eh/bohr: 0.0922
Orbital gap (spin up / spin down), eV: 6.8 / 6.8
Total energy, eV: -14016.648
ΔE to the lowest compared entry with this formula, charge and spin, kcal/mol: 49.0



Entry 3:
ORCA calculation (ωB97M-V with the def2-TZVPD basis set) on C16H37N2O7PPdS as an isolated structure in a non-equilibrium geometry.

Last column: natural (NBO) charge in e.
CARTESIAN COORDINATES (ANGSTROEM)
H: 2.6452 -2.1235 -2.2874  0.200
H: 2.5326 1.5129 3.5667  0.244
P: 0.0619 -2.0717 -0.6311  1.996
H: 1.1560 -1.7497 -3.1917  0.175
H: 2.0595 -4.4243 0.5240  0.218
H: -4.6285 2.6791 1.7655  0.218
H: 2.6472 -3.3597 -4.4317  0.237
C: 1.2985 4.6236 3.2498  -0.420
C: -2.1413 -3.1756 -1.6199  -0.068
H: 0.8897 5.1951 2.4238  0.214
H: 0.1964 -3.1605 2.5967  0.212
H: -3.3240 -0.4363 3.1627  0.228
H: 1.3315 1.1153 -3.5489  0.244
O: 2.3738 0.4418 -1.0191  -0.965
H: -5.6713 1.2821 1.5225  0.245
C: 1.0785 1.8516 -2.7915  -0.796
H: 4.7135 2.0243 -1.9922  0.262
O: 1.3896 1.4215 1.6070  -0.703
H: -3.0169 -4.0860 -3.3349  0.244
H: -3.1120 -3.0488 -1.1359  0.202
C: 2.5334 2.5829 3.7633  -0.424
H: 2.5014 -4.5008 -3.0958  0.232
N: -3.6413 0.8251 1.5208  -0.364
H: 0.1382 1.5759 -2.3001  0.240
H: -1.6341 -4.0441 -1.1961  0.200
H: -1.3449 -3.5818 -3.5834  0.210
O: -0.6620 2.4254 0.1034  -0.557
C: -2.2893 -3.3076 -3.1220  -0.633
C: -4.7276 1.7345 1.2226  -0.424
H: 3.7438 2.9131 -3.1786  0.259
H: -2.4863 3.1663 0.7799  0.217
O: -1.3858 -1.9740 -1.2815  -0.825
H: -2.5063 2.1385 -0.6786  0.234
O: -0.2031 -3.0158 0.6146  -0.800
N: 1.5872 3.2524 2.8845  -0.369
Pd: 0.4134 0.0546 0.1375  0.847
C: 0.7722 -3.1337 1.6679  -0.065
H: 1.0842 -4.0834 -4.0602  0.221
H: 0.9862 2.8356 -3.2415  0.254
H: 3.8630 1.1291 -3.2571  0.251
C: 1.7150 -2.5424 -2.6812  -0.066
H: -4.9753 -0.4415 2.5083  0.228
O: -1.4785 0.2229 1.4372  -0.677
H: 2.2533 2.7637 4.8003  0.223
C: 0.0183 3.3130 0.9911  -0.160
H: -0.6977 3.8459 1.6213  0.214
H: 0.6027 4.6528 4.0893  0.221
H: 3.5354 2.9763 3.6036  0.220
C: -2.3851 1.0264 1.1524  0.661
C: -2.0611 2.2710 0.3162  -0.157
S: 2.3772 1.8722 -1.4922  1.229
C: 1.5844 -4.4049 1.5002  -0.638
H: -4.7854 1.9516 0.1559  0.216
H: -3.6585 -1.2615 1.6443  0.221
C: 3.8199 1.9934 -2.6054  -0.786
H: 1.4119 -2.2306 1.6710  0.173
H: 0.9314 -5.2699 1.5867  0.231
H: 2.3466 -4.4690 2.2718  0.238
H: -2.6398 -2.3748 -3.5579  0.221
O: 0.9455 -3.0226 -1.5653  -0.794
H: 2.2258 5.1034 3.5588  0.236
H: 0.5647 4.0277 0.3582  0.230
C: 2.0014 -3.6969 -3.6257  -0.629
C: 1.0485 2.5878 1.8745  0.668
C: -3.9231 -0.3974 2.2525  -0.415

Results
Spin multiplicity: 1
Charge: +2
Max |F|, Eh/bohr: 0.0470
Orbital gap (spin up / spin down), eV: 7.5 / 7.5
Total energy, eV: -58095.844
ΔE to the lowest compared entry with this formula, charge and spin, kcal/mol: 20.7



Entry 4:
ORCA calculation (ωB97M-V with the def2-TZVPD basis set) on C4H9AlMgO4 as an isolated structure in a non-equilibrium geometry.

Last column: natural (NBO) charge in e.
CARTESIAN COORDINATES (ANGSTROEM)
O: -0.3200 -1.4956 -0.1199  -0.578
H: -2.5317 2.0639 2.1203  0.216
C: -2.8737 1.4303 1.2946  -0.254
C: -1.9484 0.1467 -0.5549  -0.123
O: 1.5803 1.4237 -0.4543  -1.455
H: -3.4425 2.0437 0.5801  0.210
C: 1.0522 -1.7753 0.1361  0.234
Mg: 3.0636 0.7238 0.6746  1.706
H: -0.7084 -0.7648 -2.0407  0.228
H: -3.5008 0.6143 1.6840  0.207
H: -2.6808 -0.6459 -0.3229  0.206
Al: 0.1786 0.6344 0.9019  1.467
H: 1.4775 -1.9855 -0.8661  0.153
C: -0.6183 -0.3938 -1.0104  -0.399
O: -1.7310 0.8817 0.6734  -0.651
H: 1.1315 -2.6635 0.7852  0.179
H: 0.9112 0.8561 -1.4759  0.518
H: -2.3680 0.8434 -1.2968  0.217
O: 1.6865 -0.7339 0.7632  -1.081

Results
Spin multiplicity: 2
Charge: +1
Max |F|, Eh/bohr: 0.0910
Orbital gap (spin up / spin down), eV: 5.2 / 5.4
Total energy, eV: -24516.646
ΔE to the lowest compared entry with this formula, charge and spin, kcal/mol: 73.0